C59H132As2F12NO21 | ωB97M-V/def2-TZVPD

Last column: Löwdin spin population.
Geometry (Å):
C  3.36735  2.22350  25.82316  0.00
C  2.47878  3.44557  26.11383  0.00
C  2.22643  3.61360  27.64228  0.00
C  1.27574  4.79637  27.88568  0.00
N  0.73064  4.98630  29.38098  0.00
C  -0.40061  3.96145  29.63956  0.00
C  -1.24094  4.61716  30.75117  0.00
C  -0.92005  6.12071  30.76998  0.00
C  -0.03546  6.33977  29.50180  0.00
C  1.81306  4.78992  30.54621  0.00
C  2.86267  5.88577  30.49262  0.00
C  3.94820  5.77475  31.56345  0.00
H  3.90968  2.35820  24.88730  0.00
H  2.69035  1.37937  25.95435  0.00
H  4.08130  1.98893  26.61269  0.00
H  1.58711  3.42514  25.48725  0.00
H  3.21316  4.20990  25.85972  0.00
H  3.10022  4.06646  28.11080  0.00
H  2.02619  2.68955  28.18461  0.00
H  0.36469  4.86541  27.29127  0.00
H  1.63567  5.77230  27.55994  0.00
H  0.14138  3.03308  29.81974  0.00
H  -0.93429  4.05497  28.69375  0.00
H  -0.98879  4.22079  31.73474  0.00
H  -2.30547  4.46345  30.57439  0.00
H  -0.37386  6.41362  31.66663  0.00
H  -1.89931  6.56148  30.58325  0.00
H  0.63511  7.19803  29.54439  0.00
H  -0.77977  6.29000  28.70705  0.00
H  2.22545  3.79661  30.36907  0.00
H  1.20481  4.75688  31.45012  0.00
H  2.35579  6.85071  30.48550  0.00
H  3.24788  5.74879  29.48219  0.00
H  4.51575  6.69434  31.42079  0.00
H  4.64834  4.98421  31.29332  0.00
H  3.54195  5.73651  32.57418  0.00
As  2.03875  9.18428  33.46257  0.00
F  1.98579  9.33326  31.63569  0.00
F  3.46729  8.12917  33.35954  0.00
F  2.18783  9.07324  35.21966  0.00
F  0.60035  10.26983  33.61306  0.00
F  1.02738  7.72958  33.49214  0.00
F  2.96791  10.72594  33.57373  0.00
As  -0.75055  8.65196  26.44492  0.00
F  -0.50153  10.41816  26.64747  0.00
F  -1.83917  8.59290  27.92178  0.00
F  -0.83309  6.86731  26.16675  0.00
F  0.37260  8.75711  25.13730  0.00
F  0.60242  8.45450  27.61844  0.00
F  -2.17096  8.96716  25.41951  0.00
C  -3.89186  1.77089  26.63758  0.00
C  -2.61232  2.54261  26.85444  0.00
C  -2.45587  3.71430  25.88562  0.00
C  -3.57681  4.76737  26.11186  0.00
C  -3.61976  5.39526  27.45438  0.00
C  -4.68171  6.53123  27.43203  0.00
H  -3.87121  0.93056  27.33150  0.00
H  -3.95792  1.35984  25.63022  0.00
H  -4.80921  2.32653  26.83211  0.00
H  -2.56013  2.88795  27.88697  0.00
H  -1.81347  1.80198  26.81692  0.00
H  -2.60671  3.44492  24.84026  0.00
H  -1.44232  4.09887  25.99930  0.00
H  -3.55215  5.48315  25.29019  0.00
H  -4.51600  4.23329  25.96776  0.00
H  -3.88262  4.86470  28.36954  0.00
H  -2.64453  5.86259  27.59084  0.00
H  -5.76127  6.38273  27.40754  0.00
H  -4.48001  7.20098  28.26799  0.00
H  -4.45839  7.31641  26.70973  0.00
C  6.46431  0.80420  27.86392  0.00
O  5.69179  -0.19540  27.11576  0.00
C  5.87839  -1.53856  27.51733  0.00
C  4.67416  -2.00065  28.37897  0.00
O  4.26234  -1.36402  29.52436  0.00
C  5.16382  -1.08475  30.58831  0.00
C  5.56439  -2.37332  31.41605  0.00
O  4.52826  -3.18023  31.99152  0.00
C  3.72825  -2.77237  33.10544  0.00
H  6.88069  1.55898  27.19681  0.00
H  7.41752  0.41947  28.22650  0.00
H  5.85267  1.21996  28.66463  0.00
H  6.83715  -1.76140  27.98554  0.00
H  5.98950  -2.04457  26.55832  0.00
H  4.88004  -3.05533  28.56167  0.00
H  3.75660  -2.05301  27.79294  0.00
H  4.75699  -0.27327  31.19169  0.00
H  6.09351  -0.76557  30.11727  0.00
H  6.21277  -2.09250  32.24602  0.00
H  6.03632  -3.08308  30.73662  0.00
H  2.84545  -2.30128  32.67321  0.00
H  4.32500  -2.06037  33.67558  0.00
H  3.36072  -3.56925  33.75197  0.00
C  -2.30944  8.85272  35.93240  0.00
O  -2.68626  8.24663  34.72303  0.00
C  -2.09229  7.00787  34.49369  0.00
C  -2.58464  5.78039  35.31057  0.00
O  -2.62111  4.62283  34.47783  0.00
C  -3.07547  3.41511  34.94028  0.00
C  -3.66894  2.57211  33.78064  0.00
O  -5.00514  2.98253  33.55730  0.00
C  -5.42988  3.47374  32.25682  0.00
H  -1.72841  8.31135  36.67903  0.00
H  -3.16846  9.04761  36.57443  0.00
H  -1.75690  9.77862  35.77270  0.00
H  -1.02012  6.93116  34.31292  0.00
H  -2.47105  6.80196  33.49256  0.00
H  -3.60922  5.99907  35.61143  0.00
H  -1.99133  5.67311  36.21863  0.00
H  -3.91078  3.55016  35.62738  0.00
H  -2.26117  2.88664  35.43596  0.00
H  -3.63610  1.55093  34.16038  0.00
H  -3.16375  2.35316  32.83994  0.00
H  -5.05890  4.48937  32.11912  0.00
H  -6.51982  3.48376  32.25164  0.00
H  -5.20637  2.74552  31.47717  0.00
C  3.79661  5.14852  35.55692  0.00
O  3.04274  3.96900  35.54933  0.00
C  1.78050  3.96905  34.89187  0.00
C  0.59607  4.68337  35.64726  0.00
O  -0.15630  3.79158  36.52017  0.00
C  0.40395  3.81360  37.76993  0.00
C  -0.29975  2.86309  38.79702  0.00
O  0.05181  1.53201  38.66137  0.00
C  -0.58229  0.96511  37.55032  0.00
H  4.40428  5.09346  34.65371  0.00
H  4.40213  5.20465  36.46152  0.00
H  3.28097  6.10817  35.59279  0.00
H  1.48052  2.93503  34.72176  0.00
H  1.90339  4.37480  33.88769  0.00
H  -0.04554  5.01443  34.83066  0.00
H  0.74107  5.61505  36.19412  0.00
H  0.43028  4.80992  38.21125  0.00
H  1.44063  3.47818  37.74028  0.00
H  -1.32562  3.21225  38.91438  0.00
H  0.06592  3.13999  39.78580  0.00
H  -0.04574  1.33278  36.67566  0.00
H  -1.64390  1.21210  37.55941  0.00
H  -0.36076  -0.09943  37.62628  0.00
C  3.44412  4.54128  22.37780  0.00
O  2.97361  4.15836  21.11276  0.00
C  1.56089  4.09250  20.84450  0.00
C  0.70107  3.32604  21.88070  0.00
O  1.14383  1.95715  22.03767  0.00
C  0.35686  1.17952  22.95888  0.00
C  0.66367  -0.32310  22.86606  0.00
O  0.29971  -0.83649  21.56090  0.00
C  0.83828  -0.18849  20.36974  0.00
H  4.51509  4.34674  22.43516  0.00
H  2.97832  4.01488  23.21088  0.00
H  3.38907  5.62140  22.51352  0.00
H  1.38576  3.55869  19.91043  0.00
H  1.11497  5.06306  20.62711  0.00
H  -0.38079  3.41349  21.78055  0.00
H  0.91748  3.79416  22.84098  0.00
H  -0.71514  1.31727  22.81761  0.00
H  0.50762  1.58603  23.95894  0.00
H  0.19345  -0.99701  23.58218  0.00
H  1.72228  -0.42424  23.10527  0.00
H  0.79791  -0.88877  19.53541  0.00
H  1.83790  0.23049  20.48507  0.00
H  0.24181  0.65552  20.02337  0.00
C  6.36470  4.62759  25.51391  0.00
O  5.42135  5.59307  25.79971  0.00
C  5.28714  6.71240  25.02113  0.00
C  4.48631  7.76483  25.79230  0.05
O  5.20458  8.24125  26.88432  0.22
C  4.66171  9.24318  27.81459  0.11
C  4.85631  10.71359  27.45441  0.10
O  4.25515  10.82739  26.19859  0.39
C  2.75563  10.83205  26.05580  0.02
H  6.73624  4.15324  26.42224  0.00
H  7.23857  5.13277  25.10252  0.00
H  5.95351  3.76276  24.99325  0.00
H  4.83883  6.49753  24.05110  0.00
H  6.26205  7.09106  24.71412  0.00
H  3.52554  7.39372  26.14908  0.01
H  4.19551  8.59311  25.14615  0.02
H  5.26081  9.13052  28.71818  0.02
H  3.63578  9.03870  28.12078  0.00
H  5.89581  11.03650  27.39737  0.00
H  4.26597  11.26502  28.18623  0.02
H  2.52168  10.37772  25.09302  0.00
H  2.26765  11.80670  26.06126  0.01
H  2.29194  10.18622  26.80145  0.01
O  6.47699  10.93061  30.23160  0.00
C  6.55404  10.36513  31.34465  0.00
O  6.76572  10.94880  32.45194  0.00
C  7.16815  12.31213  32.53310  0.00
C  7.11361  12.77472  33.98636  0.00
C  6.15425  8.88627  31.66336  0.00
H  6.53295  12.99845  31.97311  0.00
H  8.11346  12.65881  32.11561  0.00
H  7.34256  13.83367  34.10599  0.00
H  7.71440  12.05451  34.54174  0.00
H  6.12210  12.63731  34.41781  0.00
H  5.53343  8.65043  30.79903  0.00
H  5.55327  8.87353  32.57263  0.00
H  7.06829  8.29479  31.71616  0.00
O  1.99431  1.56376  32.21835  0.00
C  1.09697  0.80469  31.91075  0.00
O  0.25595  0.17216  32.67428  0.00
C  0.35277  0.22603  34.08166  0.00
C  1.57115  -0.45783  34.68722  0.00
C  0.89230  0.37828  30.45866  0.00
H  -0.60047  -0.13959  34.46343  0.00
H  0.37198  1.24496  34.46832  0.00
H  2.42774  0.02117  34.21297  0.00
H  1.63111  -1.46746  34.28081  0.00
H  1.84082  -0.38498  35.74082  0.00
H  0.02201  0.81208  29.96619  0.00
H  0.60329  -0.67131  30.40453  0.00
H  1.78262  0.46230  29.83546  0.00
O  8.23001  4.12836  28.74152  0.00
C  8.23958  5.24293  29.24544  0.00
O  9.30834  5.92769  29.76373  0.00
C  10.58525  5.28954  29.90937  0.00
C  11.18171  5.78525  31.22977  0.00
C  6.99215  5.99765  29.22409  0.00
H  11.22826  5.52461  29.06120  0.00
H  10.49570  4.20535  29.97724  0.00
H  10.82446  6.78551  31.47462  0.00
H  12.25742  5.60946  31.23449  0.00
H  10.69271  5.10163  31.92377  0.00
H  6.77878  6.41153  30.20963  0.00
H  6.15669  5.32475  29.03091  0.00
H  7.06993  6.78642  28.47584  0.00

Output
HOMO-LUMO gap (spin up / spin down): 9.05 / 3.39 eV
Multiplicity: 2
⟨S²⟩: 0.755
HOMO (spin up / spin down): -9.116 / -9.116 eV